Entry 1:
{
  "formula": "H26O13",
  "method": "ωB97M-V/def2-TZVPD",
  "mol_weight_g_mol": 234.19,
  "relative_energy_kcal_mol": 113.02,
  "e_homo_ev": -9.54,
  "homo_lumo_gap_ev": 9.474,
  "species": ["H", "H", "H", "H", "H", "H", "H", "H", "H", "H", "H", "H", "H", "H", "H", "H", "H", "H", "H", "H", "H", "H", "H", "H", "H", "H", "O", "O", "O", "O", "O", "O", "O", "O", "O", "O", "O", "O", "O"],
  "positions_angstrom": [[-0.82418, 0.20076, 0.78042], [-0.76469, -1.21432, 0.22902], [4.92828, -0.17191, 0.90931], [3.47165, 0.25980, 0.95274], [-3.45484, -2.87972, 3.17970], [-2.69093, -2.28903, 4.35341], [-2.52304, 2.39891, 0.33757], [-2.95313, 3.65695, 1.07405], [-5.09529, -0.79400, -0.08105], [-5.25502, -1.72120, -1.27470], [1.13582, 1.59266, -2.72439], [0.65585, 1.69753, -1.28610], [-1.41691, -3.13579, -2.86709], [-0.68848, -3.43208, -1.56645], [3.00051, -2.28975, -2.79928], [3.27342, -1.11818, -1.87030], [0.43766, -2.43782, -0.48027], [0.79661, -2.54229, 0.99292], [2.65886, -1.89315, 1.86895], [1.89451, -0.58130, 1.93863], [0.85570, 2.18385, 0.24527], [1.80107, 1.67664, 1.32186], [-0.69538, 4.83717, 1.77669], [0.68091, 4.32825, 2.17276], [-1.30817, 1.38808, -1.73582], [-0.76043, 0.40372, -2.75614], [-0.48122, -0.67805, 0.97805], [4.09346, -0.26570, 0.43680], [-2.57202, -2.82765, 3.56300], [-2.36389, 3.34873, 0.37635], [-4.98062, -0.82823, -1.03743], [1.20879, 2.14400, -1.93719], [-0.95947, -2.70393, -2.13686], [2.55582, -1.65188, -2.22975], [1.10139, -2.16141, 0.16164], [2.71846, -0.99648, 2.21741], [1.41058, 1.43023, 0.47582], [0.05874, 4.34246, 1.43676], [-1.43505, 1.08242, -2.64106]],
  "forces_ev_per_angstrom": [[0.1, 0.0, 0.2], [0.0, 0.3, 0.1], [-0.1, -0.1, -0.1], [0.2, -0.4, -0.3], [0.1, 0.0, 0.0], [0.1, 0.0, -0.1], [-0.1, 0.1, 0.0], [0.0, -0.1, -0.1], [0.0, 0.0, -0.1], [0.0, 0.1, 0.0], [0.0, 0.2, 0.0], [0.5, -0.2, -0.6], [0.0, 0.1, 0.0], [-0.1, -0.2, -0.2], [-0.1, 0.1, 0.0], [-0.1, 0.1, 0.4], [0.6, 0.1, -0.2], [-0.1, 0.1, 0.0], [0.2, 0.3, -0.3], [-0.3, -0.3, -0.1], [0.3, 0.5, 0.5], [-0.2, 0.1, 0.0], [0.0, -0.1, -0.2], [0.0, 0.1, -0.1], [-0.1, 0.1, -0.3], [-0.1, -0.1, 0.0], [-1.4, 0.9, 0.4], [1.1, 0.7, -1.2], [-0.2, 0.0, 0.1], [-0.2, -0.2, 0.0], [-0.1, -0.1, 0.2], [-0.2, 0.1, -0.5], [0.0, -0.1, 0.2], [0.1, -0.1, -0.5], [0.7, -1.6, -0.3], [-1.0, -0.3, 1.6], [0.0, -0.1, 0.8], [0.3, 0.0, 0.3], [-0.1, -0.2, 0.1]],
  "lowdin_charge": [0.02, 0.03, 0.04, 0.00, 0.03, 0.03, 0.03, 0.04, 0.03, 0.03, 0.04, -0.02, 0.05, 0.04, 0.03, 0.02, 0.00, 0.05, 0.04, 0.01, 0.02, 0.06, 0.03, 0.04, 0.01, 0.03, -0.07, -0.07, -0.06, -0.05, -0.06, -0.05, -0.04, -0.06, -0.07, -0.07, -0.05, -0.06, -0.04]
}


Entry 2:
{
  "formula": "C22H36N2O5PPtS4SbSi",
  "method": "ωB97M-V/def2-TZVPD",
  "mol_weight_g_mol": 912.71,
  "multiplicity": 2,
  "relative_energy_kcal_mol": 0.00,
  "e_homo_ev": [-4.42, -4.66],
  "charge": -1,
  "s2": 0.769,
  "homo_lumo_gap_ev": [6.571, 5.569],
  "species": ["Pt", "O", "N", "C", "C", "C", "C", "C", "S", "H", "H", "H", "H", "S", "Sb", "S", "S", "C", "Si", "C", "C", "N", "C", "C", "C", "C", "C", "C", "H", "H", "H", "H", "H", "H", "H", "H", "H", "H", "H", "H", "H", "H", "C", "C", "C", "C", "O", "P", "O", "O", "O", "C", "C", "C", "C", "H", "H", "H", "H", "H", "H", "H", "H", "H", "H", "H", "H", "H", "H", "H", "H", "H", "H"],
  "positions_angstrom": [[0.36450, 0.84573, 0.18631], [-0.15173, 2.18532, 2.78362], [0.32155, 1.25390, 3.52155], [1.06856, 1.59567, 4.60120], [1.60013, 0.66036, 5.45018], [1.35970, -0.68910, 5.20467], [0.60172, -1.02819, 4.10881], [0.09154, -0.06749, 3.23333], [-0.79610, -0.49075, 1.81556], [1.19672, 2.66094, 4.71344], [2.19573, 0.98924, 6.28867], [1.76814, -1.45373, 5.85025], [0.39450, -2.06140, 3.87040], [0.60399, 0.68176, -6.42394], [0.98668, -0.56985, -4.61303], [1.06452, 1.23206, -2.94413], [2.04709, 0.26954, -1.44250], [-0.98751, 3.51411, 0.22363], [0.86937, 3.81130, 0.24617], [1.45790, 4.44675, -1.41930], [1.10048, 5.18701, 1.51298], [1.62382, 2.27289, 0.65229], [2.70089, 2.02652, 1.46845], [3.52896, 3.06823, 1.92373], [4.55400, 2.82959, 2.81753], [4.81266, 1.54540, 3.28115], [4.04409, 0.49843, 2.79314], [3.01905, 0.72570, 1.89448], [-1.49663, 4.36262, -0.24015], [-1.34377, 3.39489, 1.24605], [-1.30143, 2.62318, -0.33092], [1.54897, 5.53352, -1.41166], [0.76821, 4.16933, -2.21638], [2.42914, 4.02429, -1.68113], [0.27101, 5.88739, 1.40623], [2.02529, 5.74658, 1.37352], [1.08851, 4.79280, 2.52883], [3.36181, 4.06980, 1.56077], [5.15966, 3.66005, 3.15899], [5.60846, 1.36374, 3.99130], [4.23865, -0.51432, 3.12386], [2.43350, -0.10526, 1.51490], [-0.02759, -3.57434, 0.10585], [-0.41950, -3.79422, -1.34701], [-0.99461, -5.19048, -1.54879], [0.78453, -3.57853, -2.25294], [-1.51041, -2.90457, -1.67883], [-1.40998, -1.36897, -2.12433], [-0.84818, -1.33757, -3.52822], [-0.79682, -0.53287, -1.07172], [-2.94382, -0.96320, -2.15367], [-4.04501, -1.63164, -2.79869], [-4.65252, -2.60755, -1.79655], [-3.62385, -2.35630, -4.07148], [-5.02914, -0.51624, -3.12892], [0.78100, -4.25472, 0.37706], [-0.87883, -3.74770, 0.76397], [0.30732, -2.55073, 0.25769], [-0.26869, -5.94286, -1.23956], [-1.25073, -5.35208, -2.59595], [-1.89743, -5.31106, -0.94945], [1.53479, -4.34162, -2.04153], [1.23216, -2.59906, -2.07595], [0.49605, -3.63482, -3.30109], [-3.92503, -3.37288, -1.53263], [-5.53700, -3.08267, -2.22371], [-4.93655, -2.07638, -0.88785], [-2.90117, -3.13985, -3.85051], [-3.16017, -1.66301, -4.77084], [-4.50415, -2.80504, -4.53473], [-5.26098, 0.05160, -2.22835], [-5.95224, -0.93277, -3.53394], [-4.59376, 0.16358, -3.86019]],
  "forces_ev_per_angstrom": [[1.5, -1.5, -2.4], [-0.1, 0.1, 0.1], [-0.1, 0.1, 0.1], [0.2, 0.0, 0.2], [-0.1, 0.0, -0.1], [0.0, 0.0, 0.0], [0.2, -0.1, 0.0], [-0.1, -0.1, -0.1], [0.1, 0.7, 0.3], [0.0, 0.0, 0.0], [0.0, 0.0, 0.0], [0.0, 0.0, 0.0], [0.0, 0.0, 0.0], [-0.4, 0.0, -0.1], [0.1, -0.1, 0.5], [0.3, 0.2, -0.7], [-0.8, 0.3, 1.0], [0.0, 0.0, -0.1], [-0.6, 0.2, 0.1], [0.1, -0.1, 0.0], [0.3, -0.1, 0.0], [-0.7, -0.2, 0.8], [0.1, 0.1, -0.1], [0.0, 0.0, -0.1], [0.0, 0.0, 0.0], [0.0, 0.0, 0.0], [0.1, 0.0, 0.0], [-0.1, -0.1, 0.0], [0.0, 0.1, 0.0], [0.0, 0.0, 0.0], [0.0, 0.1, -0.1], [0.0, 0.1, 0.0], [0.0, -0.1, 0.0], [0.1, 0.0, 0.0], [-0.1, 0.0, 0.0], [0.0, 0.1, 0.0], [-0.1, 0.0, 0.0], [0.0, 0.1, 0.0], [0.0, 0.0, 0.0], [0.0, 0.0, 0.0], [0.0, 0.0, 0.0], [0.0, 0.1, 0.1], [-0.1, 0.0, -0.1], [0.2, -0.2, 0.0], [0.0, 0.1, 0.0], [-0.1, 0.1, 0.0], [-0.1, 0.1, 0.0], [-0.5, -0.3, 0.0], [0.2, 0.2, -0.4], [0.2, 0.3, 0.7], [0.1, 0.0, 0.0], [-0.2, -0.1, -0.1], [0.1, 0.1, 0.0], [0.1, 0.1, 0.0], [0.1, 0.0, 0.0], [0.0, 0.0, 0.0], [0.0, 0.0, 0.0], [0.0, 0.0, 0.0], [0.0, 0.0, 0.0], [0.0, 0.0, 0.0], [0.0, 0.0, 0.0], [0.0, 0.0, 0.0], [0.0, 0.0, 0.0], [0.0, -0.1, -0.1], [0.0, 0.0, 0.0], [0.0, 0.0, 0.0], [0.0, 0.0, 0.0], [0.0, -0.1, 0.0], [0.0, 0.0, 0.0], [0.0, 0.0, 0.0], [0.0, 0.0, 0.0], [0.0, 0.0, 0.0], [0.0, 0.0, 0.0]],
  "mulliken_spin": [0.28, 0.05, 0.04, -0.03, 0.03, -0.03, 0.03, -0.05, 0.17, 0.00, 0.00, 0.00, 0.00, 0.01, 0.01, 0.06, 0.15, 0.00, 0.00, 0.00, 0.00, 0.15, -0.02, 0.05, -0.03, 0.06, -0.03, 0.03, 0.00, 0.00, 0.00, 0.00, 0.00, 0.00, 0.00, 0.00, 0.00, 0.00, 0.00, 0.00, 0.00, 0.01, 0.01, 0.00, 0.00, 0.00, 0.00, 0.01, 0.00, 0.05, 0.00, 0.00, 0.00, 0.00, 0.00, 0.00, 0.00, 0.00, 0.00, 0.00, 0.00, 0.00, 0.00, 0.00, 0.00, 0.00, 0.00, 0.00, 0.00, 0.00, 0.00, 0.00, 0.00]
}


Entry 3:
{
  "formula": "C2H5NO3",
  "method": "ωB97M-V/def2-TZVPD",
  "mol_weight_g_mol": 91.07,
  "relative_energy_kcal_mol": 86.89,
  "smiles": "O=CN1CO1.O",
  "e_homo_ev": -10.10,
  "homo_lumo_gap_ev": 10.944,
  "species": ["O", "C", "N", "C", "O", "H", "H", "H", "O", "H", "H"],
  "positions_angstrom": [[-0.75698, -1.61207, -0.26813], [-0.50186, -0.75553, 0.51861], [0.43023, 0.28472, 0.34916], [1.81808, 0.03013, 0.36926], [1.20898, 0.23629, -0.84333], [-0.98002, -0.62883, 1.50258], [2.44425, 0.83369, 0.74731], [2.16697, -0.98161, 0.57436], [-2.08671, 0.89364, -0.63013], [-2.35723, 0.26796, -1.30857], [-1.38567, 1.43163, -1.01113]],
  "forces_ev_per_angstrom": [[-0.1, -0.3, -0.2], [0.1, -0.5, 0.2], [-0.6, 1.2, 0.7], [0.9, -0.3, 0.9], [0.0, -0.3, -1.4], [0.0, -0.1, 0.0], [0.0, 0.0, 0.0], [-0.1, 0.0, -0.1], [-0.3, 0.3, 0.1], [0.1, 0.0, -0.1], [0.0, -0.1, -0.1]],
  "lowdin_charge": [0.09, -0.33, -0.04, -0.16, 0.01, 0.14, 0.12, 0.13, -0.05, 0.05, 0.05]
}


Entry 4:
{
  "formula": "C27H26ClN3O4PSV",
  "method": "ωB97M-V/def2-TZVPD",
  "mol_weight_g_mol": 605.96,
  "multiplicity": 2,
  "relative_energy_kcal_mol": 50.54,
  "e_homo_ev": [-10.54, -9.90],
  "charge": 1,
  "s2": 0.844,
  "homo_lumo_gap_ev": [7.414, 6.914],
  "species": ["V", "N", "P", "C", "C", "C", "C", "C", "C", "C", "C", "C", "C", "C", "C", "C", "C", "C", "C", "C", "N", "H", "H", "H", "H", "H", "H", "H", "H", "H", "H", "H", "H", "H", "H", "H", "C", "C", "C", "C", "C", "C", "C", "S", "O", "O", "N", "C", "C", "O", "O", "H", "H", "H", "H", "H", "H", "H", "H", "H", "Cl", "C", "H", "H"],
  "positions_angstrom": [[0.06764, -0.76895, -1.19716], [2.17645, 0.89450, 0.27020], [2.08533, -0.77765, -0.11994], [3.62532, -1.11473, -1.01519], [3.57069, -1.52832, -2.34258], [4.74645, -1.79533, -3.02962], [5.96943, -1.63770, -2.39599], [6.02533, -1.22456, -1.07006], [4.85642, -0.97033, -0.37448], [2.33781, -1.64956, 1.44371], [2.53017, -1.03636, 2.67741], [2.67467, -1.81779, 3.81580], [2.62169, -3.20020, 3.72515], [2.42085, -3.81379, 2.49463], [2.27892, -3.04299, 1.35376], [1.25702, 1.71801, -0.33301], [1.23024, 3.10212, -0.15970], [0.22920, 3.82821, -0.76788], [-0.71923, 3.17890, -1.56485], [-0.62047, 1.82119, -1.70700], [0.33784, 1.09344, -1.09505], [3.01691, 1.32425, 0.62486], [2.60833, -1.64966, -2.82736], [4.70925, -2.12920, -4.05808], [6.88571, -1.84549, -2.93242], [6.98268, -1.11177, -0.57830], [4.89791, -0.67832, 0.66943], [2.54890, 0.04344, 2.75635], [2.82749, -1.34171, 4.77566], [2.73344, -3.80544, 4.61509], [2.36580, -4.89212, 2.42703], [2.10322, -3.50673, 0.39078], [1.97348, 3.57587, 0.46639], [0.17838, 4.89856, -0.62184], [-1.50699, 3.72461, -2.06280], [-1.32237, 1.24906, -2.30789], [-5.85929, 4.35400, 0.20809], [-5.07716, 3.07475, 0.15455], [-4.52918, 2.51991, 1.30983], [-3.85519, 1.31232, 1.27259], [-3.71754, 0.66010, 0.05786], [-4.24437, 1.19071, -1.11321], [-4.92090, 2.39489, -1.05418], [-2.90133, -0.89991, -0.00102], [-1.31945, -0.43957, 0.53397], [-3.34179, -1.81277, 1.00859], [-2.77140, -1.26591, -1.45281], [-2.30196, -2.61561, -1.81838], [-0.79629, -2.46874, -1.77079], [-0.12711, -2.73598, -0.72813], [-0.22350, -1.76636, -2.69275], [-5.72333, 4.86378, 1.15958], [-6.92305, 4.13882, 0.08925], [-5.57059, 5.02470, -0.60083], [-4.64067, 3.03121, 2.25721], [-3.45699, 0.88893, 2.18588], [-4.13082, 0.64770, -2.04047], [-5.35237, 2.81038, -1.95654], [-2.65263, -2.83459, -2.82279], [-2.64367, -3.37773, -1.11900], [-0.49284, 0.98112, 2.57443], [-1.01886, -0.58766, 1.90595], [-1.89915, -0.90046, 2.45871], [-0.21249, -1.30147, 2.04935]],
  "forces_ev_per_angstrom": [[0.1, -0.6, 0.9], [-0.1, 0.1, -0.1], [1.2, -0.2, 0.8], [-0.1, 0.0, 0.0], [0.0, 0.1, 0.1], [0.0, 0.0, -0.1], [0.0, 0.0, 0.0], [0.0, 0.0, 0.1], [0.0, 0.0, -0.1], [0.0, 0.0, 0.0], [0.0, 0.0, -0.1], [0.0, 0.0, 0.1], [0.0, 0.0, 0.0], [0.0, 0.0, 0.0], [0.0, 0.1, 0.0], [0.1, -0.2, 0.0], [-0.1, 0.2, 0.0], [0.2, -0.2, 0.1], [0.0, 0.0, -0.2], [-0.2, 0.4, 0.1], [0.2, 3.3, 0.1], [0.0, 0.1, 0.1], [0.0, 0.0, 0.0], [0.0, 0.0, 0.0], [0.0, 0.0, 0.0], [0.0, 0.0, 0.0], [0.0, 0.0, 0.0], [0.0, 0.0, 0.0], [0.0, 0.0, 0.0], [0.0, 0.0, 0.0], [0.0, 0.0, 0.0], [0.0, -0.1, 0.0], [0.0, 0.0, 0.0], [0.0, 0.0, 0.0], [0.0, 0.0, 0.0], [-0.1, 0.1, 0.0], [0.0, 0.0, 0.0], [0.0, 0.0, 0.0], [0.0, 0.0, 0.0], [0.0, -0.1, 0.1], [0.1, -0.2, -0.3], [0.0, 0.0, 0.0], [0.0, 0.0, 0.1], [-0.3, 0.2, -0.1], [-0.3, -0.4, -0.5], [-0.1, 0.1, 0.1], [-0.2, 0.4, 0.4], [0.2, 0.1, 0.1], [-1.3, -1.5, 0.1], [0.3, -0.9, 0.2], [0.1, -0.6, -1.8], [0.0, 0.0, 0.0], [0.0, 0.0, 0.0], [0.0, 0.0, 0.0], [0.0, 0.0, 0.0], [0.0, 0.0, 0.0], [0.0, 0.0, 0.0], [0.0, 0.0, 0.0], [0.0, 0.0, 0.0], [0.0, 0.0, 0.0], [0.0, 0.0, -0.1], [0.0, 0.0, 0.4], [0.0, 0.0, -0.1], [0.1, 0.0, -0.2]],
  "mulliken_spin": [1.02, 0.02, -0.04, 0.01, -0.01, -0.01, 0.00, 0.00, 0.00, 0.00, 0.00, 0.00, 0.00, 0.00, 0.00, 0.01, 0.00, 0.00, -0.01, 0.02, 0.00, 0.00, 0.01, 0.00, 0.00, 0.00, 0.00, 0.00, 0.00, 0.00, 0.00, 0.00, 0.00, 0.00, 0.00, 0.00, 0.00, 0.00, 0.00, 0.00, 0.00, 0.00, 0.00, 0.01, 0.00, 0.00, 0.00, 0.01, -0.04, 0.00, 0.02, 0.00, 0.00, 0.00, 0.00, 0.00, 0.00, 0.00, 0.00, 0.00, 0.00, 0.01, 0.00, -0.01]
}


Energy (computed, Eh): -993.59312, -3929.05474, -359.57086, -3653.22534